[1]
Density functional theory data (ωB97M-V with the def2-TZVPD basis set) for 5 unconnected molecules or ions with the total composition C28H29BN3O17 at a distorted geometry.

The value obtained for the total energy is -69449.8664 eV. The value obtained for the maximum force is 6.90 eV/A. The energy above the lowest of the compared OMol25 structures with the same formula, charge and spin comes out at 2.0416 eV. The HOMO-LUMO gap is 0.274 Ha. The charge is +1. The value obtained for the HOMO energy is -11.388 eV.

CARTESIAN COORDINATES (ANGSTROEM)
1 N 3.27903 2.62416 1.94266
2 B 2.33540 1.75951 1.12021
3 O 0.87089 2.10937 1.13724
4 C 2.75306 0.46416 0.19755
5 C 4.29817 0.27849 -0.32116
6 N 4.43742 0.70333 -1.79516
7 C 3.19968 1.54722 -2.15304
8 N 3.31740 3.04822 -1.98691
9 C 2.04045 0.73463 -1.28918
10 H 3.21114 3.62429 1.59053
11 H 4.25741 2.25969 1.85020
12 H 0.52384 1.73690 2.00029
13 H 2.37207 -0.50975 0.72428
14 H 5.19586 0.48512 0.40323
15 H 4.36061 -0.90728 -0.44481
16 H 5.38451 1.14325 -1.99488
17 H 4.32723 -0.19694 -2.35175
18 H 3.13482 1.36366 -3.33047
19 H 2.69264 3.57862 -2.63425
20 H 4.30622 3.38298 -2.01268
21 H 0.94101 1.14441 -1.29323
22 H 1.94444 -0.39228 -1.67104
23 C -1.15080 3.40239 3.88264
24 C -0.54438 4.25029 3.04955
25 C -0.78618 5.71762 3.12779
26 O -0.19997 6.47369 2.36116
27 C -1.73903 6.20623 4.13673
28 C -2.34795 5.35782 4.96742
29 C -2.08505 3.89379 4.90712
30 O -2.64599 3.14083 5.69615
31 O -3.24664 5.80995 5.91618
32 O 0.33301 3.79556 2.08232
33 H -0.98254 2.33372 3.83833
34 H -1.91909 7.27307 4.17100
35 H -3.54911 5.00631 6.39282
36 H 0.63998 4.59975 1.60976
37 C -2.11652 -0.58288 1.54184
38 C -1.23802 -0.83475 2.51421
39 C -1.17166 -2.17008 3.17004
40 O -0.34109 -2.37753 4.04762
41 C -2.12591 -3.20092 2.73258
42 C -3.00663 -2.94775 1.76259
43 C -3.05427 -1.62148 1.08816
44 O -3.86271 -1.42459 0.18715
45 O -3.90811 -3.91109 1.34845
46 O -0.35523 0.13729 2.94775
47 H -2.17414 0.38251 1.05498
48 H -2.07875 -4.16125 3.22985
49 H -4.43517 -3.48640 0.63687
50 H 0.17576 -0.28933 3.65508
51 C 0.99750 -3.59774 -0.92590
52 C 1.83523 -4.37281 -1.61741
53 C 1.43311 -5.73203 -2.07398
54 O 2.21789 -6.41365 -2.72399
55 C 0.08865 -6.20985 -1.71519
56 C -0.74767 -5.43596 -1.02070
57 C -0.35528 -4.06661 -0.58823
58 O -1.15242 -3.37183 0.03307
59 O -2.01164 -5.87978 -0.67778
60 O 3.10924 -3.93996 -1.93625
61 H 1.27595 -2.60689 -0.58973
62 H -0.18434 -7.20638 -2.03789
63 H -2.42210 -5.13915 -0.18031
64 H 3.51742 -4.67823 -2.43886
65 C -1.83612 -1.45337 -4.54899
66 C -2.21154 -0.42829 -5.31645
67 C -2.30802 0.95327 -4.76909
68 O -2.63746 1.87814 -5.50331
69 C -2.00306 1.15267 -3.34366
70 C -1.63102 0.12687 -2.57556
71 C -1.50798 -1.24936 -3.12963
72 O -1.14598 -2.16876 -2.40312
73 O -1.34558 0.30671 -1.23452
74 O -2.52408 -0.61277 -6.65077
75 H -1.75962 -2.46230 -4.93438
76 H -2.09442 2.15863 -2.95452
77 H -1.10011 -0.58287 -0.89850
78 H -2.76367 0.27777 -6.98812

---

[2]
Density functional theory data (ωB97M-V with the def2-TZVPD basis set) for 5 unconnected molecules or ions with the total composition C28H29BNO18P.

The value obtained for the total energy is -77816.8845 eV. The value obtained for the maximum force is 0.85 eV/A. The HOMO-LUMO gap is 0.250 Ha. The charge is 0. The value obtained for the HOMO energy is -8.305 eV.

CARTESIAN COORDINATES (ANGSTROEM)
1 C 5.46315 0.34213 0.44184
2 C 5.02315 1.18282 -0.74200
3 O 4.43480 0.34806 -1.74341
4 B 3.32209 0.82468 -2.39718
5 O 3.48330 1.51913 -3.58308
6 P 1.51589 0.43396 -1.75961
7 N 1.87680 -0.75300 -0.58211
8 C 1.18020 2.00866 -0.82519
9 C -0.21936 1.99905 -0.20428
10 H 4.72373 -0.42951 0.66175
11 H 5.59629 0.96579 1.32762
12 H 6.41023 -0.15564 0.23419
13 H 4.31732 1.95838 -0.42264
14 H 5.88284 1.69069 -1.18724
15 H 3.11668 2.41318 -3.58498
16 H 1.06805 -1.10687 -0.09009
17 H 2.62504 -0.55859 0.06918
18 H 1.92697 2.18930 -0.04462
19 H 1.26501 2.82341 -1.55628
20 H -0.96150 1.67031 -0.93505
21 H -0.25779 1.32699 0.65374
22 H -0.49716 2.99624 0.14801
23 C -1.69737 4.44944 4.83958
24 C -1.44553 3.30099 4.19413
25 C -2.34807 2.76742 3.09521
26 O -1.99385 1.72299 2.57637
27 C -3.53132 3.51150 2.73795
28 C -3.78458 4.65924 3.38490
29 C -2.87362 5.20201 4.47267
30 O -3.20812 6.26173 4.97185
31 O -4.83150 5.43045 3.14889
32 O -0.40394 2.52362 4.43473
33 H -1.05901 4.83618 5.62102
34 H -4.17216 3.12583 1.95788
35 H -4.74916 6.19061 3.76087
36 H -0.48557 1.76967 3.81428
37 C 3.18265 -4.03527 -0.13508
38 C 3.41980 -5.32253 -0.43151
39 C 3.53915 -6.39639 0.63733
40 O 3.69682 -7.53691 0.23669
41 C 3.43372 -6.01783 2.02574
42 C 3.20908 -4.73118 2.32138
43 C 3.04985 -3.67066 1.25236
44 O 2.78488 -2.54439 1.64341
45 O 3.06038 -4.26215 3.54999
46 O 3.54532 -5.79128 -1.66020
47 H 3.07197 -3.25873 -0.88098
48 H 3.50617 -6.78621 2.78214
49 H 2.89274 -3.30290 3.45019
50 H 3.69242 -6.75488 -1.57096
51 C -0.71170 -3.76213 0.98999
52 C -0.42977 -4.97303 0.48867
53 C -1.11222 -5.52786 -0.74816
54 O -0.74430 -6.63258 -1.10762
55 C -2.12113 -4.73162 -1.40279
56 C -2.40495 -3.51763 -0.90511
57 C -1.70744 -2.95529 0.32182
58 O -2.04050 -1.83609 0.66671
59 O -3.30038 -2.69574 -1.42041
60 O 0.47984 -5.78976 0.99409
61 H -0.22228 -3.35854 1.86574
62 H -2.61013 -5.13484 -2.27794
63 H -3.27976 -1.88797 -0.86751
64 H 0.48867 -6.58328 0.41775
65 C -3.95704 4.62253 -2.35630
66 C -3.66984 3.36963 -1.97275
67 C -3.34111 2.26627 -2.96735
68 O -3.08848 1.17849 -2.48187
69 C -3.34730 2.56900 -4.37760
70 C -3.63573 3.82221 -4.76014
71 C -3.95077 4.92834 -3.76741
72 O -4.18151 6.02545 -4.24410
73 O -3.67443 4.22489 -6.01787
74 O -3.63751 2.96488 -0.71410
75 H -4.19100 5.41272 -1.65710
76 H -3.11916 1.77801 -5.07761
77 H -3.90360 5.17658 -5.98913
78 H -3.38330 2.01781 -0.74123

---

[3]
Density functional theory data (ωB97M-V with the def2-TZVPD basis set) for a molecular structure, C28H29Br2N5O2W at a distorted geometry.

The value obtained for the total energy is -182946.2422 eV. The value obtained for the maximum force is 1.02 eV/A. The energy above the lowest of the compared OMol25 structures with the same formula, charge and spin comes out at 1.0670 eV. The HOMO-LUMO gap (alpha / beta) is 0.214 / 0.214 Ha. The charge is +2. The value obtained for the HOMO energy (alpha / beta) is -13.655 / -13.655 eV.

CARTESIAN COORDINATES (ANGSTROEM)
1 W -0.62628 -0.71690 -1.17806
2 Br -5.51951 -1.08691 3.48504
3 C -4.24472 -0.95273 2.14752
4 C -3.85201 0.28583 1.66930
5 C -2.88016 0.33117 0.69814
6 N -2.30545 -0.76842 0.17777
7 C -2.72843 -1.97760 0.61953
8 C -3.67963 -2.09873 1.60529
9 C -2.12915 -3.14005 -0.07719
10 C -2.43896 -4.45082 0.20670
11 C -1.85408 -5.45891 -0.55036
12 Br -2.24112 -7.23816 -0.18767
13 C -0.98866 -5.12149 -1.57771
14 C -0.72710 -3.78864 -1.79611
15 N -1.27434 -2.80861 -1.05835
16 H -4.28467 1.20068 2.04960
17 H -2.52591 1.27782 0.32373
18 H -3.99859 -3.07120 1.95112
19 H -3.12831 -4.70435 0.99835
20 H -0.52795 -5.87834 -2.19702
21 H -0.05904 -3.48012 -2.58826
22 O 0.79714 -1.05252 -2.52430
23 N 2.04756 -1.22723 -2.15109
24 N 2.13200 -1.36637 -0.91406
25 O 1.04783 -1.32395 -0.15667
26 C 3.41002 -1.56708 -0.26180
27 C 3.46263 -1.39297 1.10925
28 C 4.68217 -1.56260 1.74402
29 C 5.80979 -1.89788 1.00859
30 C 5.72675 -2.06782 -0.36946
31 C 4.51959 -1.90622 -1.02229
32 H 2.57563 -1.12091 1.66259
33 H 4.74966 -1.42804 2.81541
34 H 6.75933 -2.02933 1.50934
35 H 6.60676 -2.33182 -0.94047
36 H 4.44007 -2.04053 -2.09232
37 C 0.53660 1.15691 3.82800
38 C 0.45596 1.91220 2.52398
39 C 0.70959 3.27990 2.46721
40 C 0.62648 3.97759 1.27032
41 C 0.93914 5.45278 1.19777
42 C 0.25728 3.29409 0.11420
43 C -0.01677 1.93313 0.13480
44 C 0.09685 1.25604 1.35549
45 N -0.44554 1.19308 -1.02055
46 C -0.97400 1.84739 -2.26323
47 C -1.88261 0.76363 -2.88417
48 C 0.18616 2.18340 -3.19741
49 C -1.86442 3.07183 -2.04683
50 H 1.10857 1.70859 4.57153
51 H 1.00526 0.18016 3.69446
52 H -0.46094 0.98970 4.24122
53 H 0.98762 3.80891 3.37306
54 H 1.21324 5.84833 2.17391
55 H 0.07831 6.01674 0.83376
56 H 1.76735 5.64261 0.51162
57 H 0.25167 3.84343 -0.81574
58 H -0.09151 0.19645 1.42636
59 H -1.46960 -0.28098 -2.95147
60 H -2.02350 0.97228 -3.94305
61 H -2.85670 0.72994 -2.40226
62 H 0.74911 1.29705 -3.47613
63 H 0.86479 2.88548 -2.71419
64 H -0.19237 2.65202 -4.10755
65 H -2.45304 3.00184 -1.12988
66 H -2.55855 3.15049 -2.88629
67 H -1.29730 3.99677 -2.01705

---

[4]
Density functional theory data (ωB97M-V with the def2-TZVPD basis set) for a molecular structure, C28H29BrIN6O3SZr at a distorted geometry.

The value obtained for the total energy is -134824.9820 eV. The value obtained for the maximum force is 1.71 eV/A. The energy above the lowest of the compared OMol25 structures with the same formula, charge and spin comes out at 0.6025 eV. The HOMO-LUMO gap is 0.239 Ha. The charge is +3. The value obtained for the HOMO energy is -15.863 eV.

CARTESIAN COORDINATES (ANGSTROEM)
1 Zr 0.08336 -0.07408 -0.71189
2 C -0.61766 -3.69707 -0.12331
3 C 0.30332 -3.08359 -1.14274
4 C -0.15711 -2.14108 -2.08552
5 C 0.71722 -1.61197 -3.06249
6 C 2.03850 -2.02388 -3.09796
7 C 2.48050 -2.99344 -2.19925
8 C 1.63088 -3.50602 -1.23588
9 H -0.45128 -3.26621 0.86661
10 H -0.42663 -4.76608 -0.04165
11 H -1.66258 -3.55671 -0.39241
12 H -1.23189 -2.02477 -2.20529
13 H 0.32979 -0.99643 -3.86369
14 H 2.70275 -1.65073 -3.86647
15 H 3.49445 -3.36596 -2.27246
16 H 1.98543 -4.27321 -0.55819
17 N 6.55816 -0.09541 4.41081
18 C 5.49092 -0.11549 3.61845
19 C 5.58899 -0.62266 2.29347
20 C 4.50314 -0.63259 1.47407
21 C 3.26854 -0.14671 1.97166
22 C 3.14488 0.36194 3.29000
23 C 4.23840 0.36782 4.09376
24 S 1.96764 -0.07170 0.96625
25 O 2.15206 -0.79535 -0.33975
26 O 0.66284 -0.58267 1.47574
27 N 1.39507 1.34402 0.39566
28 C 2.01615 1.81743 -0.78635
29 N 1.27056 1.47485 -1.84908
30 C 1.67970 1.89368 -3.05756
31 C 2.83399 2.62363 -3.17807
32 C 3.56421 2.86560 -2.01417
33 N 3.15399 2.45962 -0.80844
34 H 7.45645 -0.41917 4.09128
35 H 6.50878 0.26651 5.34923
36 H 6.53750 -1.00647 1.93980
37 H 4.58045 -1.01705 0.46600
38 H 2.19615 0.73053 3.66029
39 H 4.16212 0.73946 5.10720
40 H 1.06255 1.63171 -3.90769
41 H 3.17026 2.97884 -4.14135
42 H 4.50775 3.39737 -2.04744
43 N -1.82907 -0.63951 0.14789
44 C -2.76062 -0.67295 0.85377
45 N -3.77993 -0.69937 1.62015
46 C -5.03210 -1.44191 1.27407
47 C -5.31845 -2.41935 2.39726
48 O -5.37648 -1.74280 3.63464
49 C -4.13725 -1.16620 3.98126
50 C -3.76288 -0.08729 2.98289
51 H -4.90195 -1.94110 0.31586
52 H -5.82655 -0.70093 1.19555
53 H -4.55389 -3.20472 2.42541
54 H -6.28886 -2.88115 2.23034
55 H -3.35441 -1.93332 4.02212
56 H -4.24556 -0.72207 4.96827
57 H -2.77727 0.33203 3.17716
58 H -4.50690 0.70844 2.97896
59 Br -1.76518 0.66203 -2.91156
60 C -2.51447 2.41838 -2.90680
61 C -3.17382 2.78549 -4.06141
62 C -3.76813 4.04196 -4.09984
63 C -3.69587 4.89040 -3.00666
64 C -3.02533 4.50443 -1.85230
65 C -2.43362 3.25457 -1.80734
66 I -1.40506 2.73406 -0.08941
67 H -3.23361 2.11546 -4.90867
68 H -4.29084 4.34955 -4.99505
69 H -4.16246 5.86559 -3.04389
70 H -2.96978 5.17376 -1.00384